C29H56N5O13V | wB97M-V/def2-TZVPD

**Molecular weight**: 733.7 g mol⁻¹
**Multiplicity**: 4
**Expectation value of S²**: 3.7553
**Net charge**: +1
**E_tot**: -90735.5853 eV

Each line ends with the Löwdin spin population.
Geometry (Å):
V1 -1.1151 -1.9374 2.2926  2.88
C1 0.5262 0.4287 -0.7199  0.00
C2 -0.0777 -0.4112 0.3680  0.01
O1 -0.7091 0.1271 1.3268  0.00
O2 0.1021 -1.6682 0.4231  0.01
H1 1.0732 -0.2044 -1.4111  0.00
H2 1.2041 1.1358 -0.2317  0.00
H3 -0.2878 0.9445 -1.2294  0.00
C3 -2.4364 2.1918 -6.5974  0.00
C4 -3.3440 2.6434 -5.4808  0.00
O3 -4.4493 3.0861 -5.7275  0.00
N1 -2.8687 2.5962 -4.2083  0.00
C5 -1.5552 2.1393 -3.8291  0.00
H4 -3.0414 1.7538 -7.3884  0.00
H5 -1.6994 1.4416 -6.3081  0.00
H6 -1.9201 3.0529 -7.0231  0.00
H7 -3.5067 2.9803 -3.5241  0.00
H8 -1.3586 2.5213 -2.8220  0.00
H9 -0.7743 2.5136 -4.4816  0.00
H10 -1.4891 1.0618 -3.6660  0.00
C6 2.5507 -4.0983 2.4829  0.00
C7 1.1158 -4.3794 2.1620  0.01
O4 0.2134 -3.5770 2.4956  0.03
N2 0.8374 -5.4935 1.5104  0.00
C8 -0.5380 -5.8665 1.1905  0.00
H11 3.1932 -4.4011 1.6569  0.00
H12 2.8277 -4.6340 3.3920  0.00
H13 2.6688 -3.0321 2.6402  0.00
H14 1.5844 -6.1657 1.4463  0.00
H15 -0.5488 -6.8458 0.7264  0.00
H16 -0.9456 -5.1407 0.4908  0.00
H17 -1.1362 -5.8685 2.1005  0.00
C9 2.2365 4.1701 3.3883  0.00
C10 1.7418 3.1398 2.4084  0.00
O5 2.4708 2.7375 1.5060  0.00
N3 0.4729 2.6606 2.5248  0.00
C11 -0.6203 3.2594 3.2632  0.00
H18 2.4940 5.0485 2.7973  0.00
H19 3.0823 3.7776 3.9400  0.00
H20 1.4576 4.5012 4.0772  0.00
H21 0.2742 1.9698 1.8150  0.00
H22 -0.5662 3.0129 4.3248  0.00
H23 -1.5535 2.8261 2.8997  0.00
H24 -0.6871 4.3348 3.1048  0.00
C12 5.2653 -1.2775 -0.3428  0.00
C13 3.9207 -1.9385 -0.2075  0.00
O6 3.5958 -2.9170 -0.8735  0.00
N4 3.0603 -1.3525 0.6529  0.00
C14 3.3696 -0.2561 1.5522  0.00
H25 5.1735 -0.2170 -0.5874  0.00
H26 5.8798 -1.8055 -1.0602  0.00
H27 5.7683 -1.2436 0.6311  0.00
H28 2.1116 -1.6997 0.6458  0.00
H29 3.7579 0.6097 1.0249  0.00
H30 4.0354 -0.5866 2.3544  0.00
H31 2.4520 0.0526 2.0537  0.00
C15 -1.9285 4.2657 -0.2143  0.00
C16 -2.9925 3.2000 -0.3998  0.00
O7 -4.0726 3.4502 -0.9019  0.00
N5 -2.6941 1.9735 0.1068  0.00
C17 -3.6749 0.9053 0.2665  0.00
H32 -1.1326 4.1467 -0.9519  0.00
H33 -1.4682 4.2076 0.7748  0.00
H34 -2.3856 5.2409 -0.3393  0.00
H35 -1.8767 1.8794 0.6860  0.00
H36 -3.2836 -0.0281 -0.1449  0.00
H37 -4.6339 1.1170 -0.1893  0.00
H38 -3.7852 0.8246 1.3538  0.00
O8 -2.2982 -0.6936 3.5816  0.04
C18 -2.8906 -0.2039 4.5293  0.01
O9 -2.4266 0.8680 5.1022  0.00
C19 -3.2599 1.2945 6.2389  0.00
C20 -4.4760 0.3649 6.2445  0.00
C21 -4.1013 -0.7431 5.2353  0.00
H39 -3.4690 2.3501 6.1155  0.00
H40 -2.6175 1.1479 7.1063  0.00
H41 -5.3681 0.8825 5.9061  0.00
H42 -4.6622 -0.1101 7.2024  0.00
H43 -4.9065 -0.9367 4.5277  0.00
H44 -3.8259 -1.7016 5.6769  0.00
O10 -0.3855 -0.9733 -3.8226  0.00
C22 -0.4288 -1.9416 -3.1329  0.00
O11 -1.6193 -2.4142 -2.6526  0.00
C23 -1.4254 -3.6331 -1.9620  0.00
C24 -0.0827 -4.1732 -2.4640  0.00
C25 0.6932 -2.9029 -2.7822  0.00
H45 -2.2025 -4.3510 -2.2461  0.00
H46 -1.5141 -3.6414 -0.8677  0.00
H47 -0.2455 -4.7654 -3.3659  0.00
H48 0.4217 -4.8390 -1.7611  0.00
H49 1.3776 -2.9782 -3.6187  0.00
H50 1.1815 -2.4956 -1.8929  0.00
O12 2.1211 3.1575 -3.2139  0.00
C26 2.5164 2.0363 -3.3199  0.00
O13 2.0190 1.1730 -4.2346  0.00
C27 2.7863 -0.0348 -4.2564  0.00
C28 4.0643 0.2426 -3.4524  0.00
C29 3.6073 1.3586 -2.5199  0.00
H51 3.0042 -0.3769 -5.2644  0.00
H52 2.1734 -0.7920 -3.7648  0.00
H53 4.8636 0.5662 -4.1184  0.00
H54 4.4116 -0.6515 -2.9379  0.00
H55 4.4262 2.0151 -2.2362  0.00
H56 3.1783 1.0119 -1.5756  0.00